# 1
{"formula": "Cl3H3Si3", "method": "the ωB97M-V functional and the def2-TZVPD basis", "symbols": ["Si", "Si", "Si", "Cl", "Cl", "Cl", "H", "H", "H"], "xyz": [[-2.16408, -0.20427, 0.44774], [-0.32154, 0.14170, -0.77748], [1.38825, -0.96358, 0.52184], [-2.97564, -2.01108, -0.32067], [1.14562, -2.81639, -0.16633], [3.16122, -0.33503, -0.12523], [-3.47390, 0.14928, 1.17313], [0.92747, 0.99221, -2.96618], [1.58475, -0.96996, 1.89405]], "forces_ev_per_angstrom": [[-0.99, -1.46, -0.01], [0.59, 0.55, 0.19], [-1.60, 0.95, -1.50], [0.26, 0.50, 0.31], [-0.15, -1.60, -0.26], [1.33, 0.67, -0.64], [0.93, 0.45, -0.34], [-0.16, -0.07, 0.30], [-0.21, -0.01, 1.96]], "homo_lumo_gap_ev": [6.8, 5.7], "e_homo_ev": [-8.500, -7.640], "charge": 0, "spin_multiplicity": 1, "lumo_energy_ev": [-1.7, -2.0]}


# 2
{"formula": "C4H30O10", "method": "the ωB97M-V functional and the def2-TZVPD basis", "symbols": ["C", "C", "C", "C", "H", "H", "H", "H", "H", "H", "H", "H", "H", "H", "H", "H", "O", "H", "H", "O", "H", "H", "O", "H", "H", "O", "H", "H", "O", "H", "H", "O", "H", "H", "O", "H", "H", "O", "H", "H", "O", "H", "H", "O"], "xyz": [[1.41505, -3.94940, -2.17267], [1.31220, -0.17498, -0.94292], [1.84693, -1.59732, -1.27765], [1.02097, -2.42688, -2.23595], [1.41152, -4.32968, -1.11415], [2.37616, -3.97067, -2.41464], [0.68189, -4.49491, -2.91297], [1.39916, -0.00925, 0.17628], [0.25627, 0.16254, -1.17805], [2.04559, 0.57983, -1.38357], [2.29450, -2.06276, -0.36148], [2.95577, -1.29195, -1.68865], [-0.08339, -2.34117, -1.96306], [1.21371, -2.13977, -3.37430], [0.68426, -1.78137, 4.14805], [0.77704, -1.26648, 2.67830], [0.49901, -1.94935, 3.16102], [1.38439, 1.53870, 3.34040], [0.23048, 0.85125, 2.72813], [1.13136, 0.91190, 2.78367], [3.30923, 3.00748, -1.40539], [2.76931, 3.48814, -2.77600], [3.39471, 2.86994, -2.33020], [-3.57094, -1.00659, 2.93418], [-4.16306, -1.58068, 1.65450], [-3.98431, -0.74754, 2.06564], [0.37329, 4.20467, -0.84952], [-0.41767, 3.13791, -1.64888], [-0.50610, 3.68709, -0.93674], [-1.14204, -1.98680, -0.43592], [-0.97794, -3.31563, -0.94707], [-1.68197, -2.75227, -0.60873], [2.19470, 1.67934, 1.53110], [3.52204, 1.42597, 1.49438], [3.02667, 1.99370, 1.17579], [-2.80950, 0.02260, -0.21697], [-1.57032, -0.36457, 0.71153], [-1.88627, 0.30746, 0.11714], [-0.88646, 1.98996, 0.82404], [-1.20167, 3.46697, 1.25941], [-0.99457, 2.66409, 1.61593], [-3.93354, -0.91363, -1.68948], [-3.30250, 0.36931, -2.12775], [-3.92243, -0.00718, -1.44568]], "forces_ev_per_angstrom": [[-5.32, 0.67, 0.79], [0.54, 1.55, 1.08], [3.54, 2.11, -0.38], [-0.21, -1.08, -1.16], [-0.63, 0.13, -0.96], [4.11, -0.67, -1.70], [1.79, 0.52, 1.62], [-0.13, -0.13, -1.17], [1.11, -0.96, -0.13], [-1.31, -0.73, 0.51], [-1.48, -0.34, -0.46], [-2.57, -1.16, 0.04], [1.72, 0.37, -1.07], [-0.73, -0.13, 2.47], [-0.30, -0.08, -2.69], [2.08, 4.47, -2.50], [-1.72, -4.47, 5.19], [1.25, 4.36, 3.89], [-3.67, 0.43, -0.07], [2.13, -4.65, -3.59], [-0.20, 0.19, 1.45], [0.79, -0.72, 0.67], [-0.59, 0.44, -2.01], [-0.63, 0.49, -1.33], [-0.22, -0.84, -0.45], [0.83, 0.22, 1.80], [-2.25, -1.48, -0.30], [0.51, -2.23, -2.95], [1.79, 3.78, 3.03], [-0.12, 0.99, 0.32], [-0.41, -0.74, 0.05], [0.02, -0.43, -0.02], [-0.96, 0.27, -0.19], [8.34, -8.44, 4.50], [-7.13, 8.39, -4.68], [1.63, 0.66, 0.81], [-0.21, -0.32, 0.55], [-0.82, -0.12, -0.97], [-0.78, 2.30, 2.17], [-0.80, 3.06, -1.82], [1.43, -5.48, -0.02], [-0.22, -1.59, -0.25], [-0.91, -0.27, 1.03], [0.73, 1.64, -1.12]], "homo_lumo_gap_ev": 10.6, "e_homo_ev": -10.400, "charge": 0, "spin_multiplicity": 1, "lumo_energy_ev": 0.2}